1.
99
Properties=species:S:1:pos:R:3 method="wB97M-V/def2-TZVPD" homo_energy_ev=-4.7 charge=-1 homo_lumo_gap_ev=4.25 energy_ev=-72559.079 lumo_energy_ev=-0.445
B 0.4599 0.9857 -5.6741
C -0.9980 0.4908 -5.0682
C -0.9679 -0.4038 -3.8167
C -0.1186 0.1074 -2.6560
C -0.0204 -0.9325 -1.5249
C 0.9246 -2.0944 -1.8217
O 2.1697 -1.6844 -2.3616
C 3.2782 -2.0989 -1.6091
C 3.4495 -1.3108 -0.3090
H 1.3843 0.3164 -5.1911
H 0.6661 2.1574 -5.2856
H 0.5033 0.9899 -6.8983
H -1.5073 -0.0996 -5.8472
H -1.6656 1.3468 -4.8913
H -1.9923 -0.5036 -3.4242
H -0.6544 -1.4138 -4.1082
H -0.5510 1.0225 -2.2359
H 0.8900 0.3539 -2.9929
H -1.0124 -1.3743 -1.3642
H 0.2977 -0.4680 -0.5814
H 0.4675 -2.8170 -2.5058
H 1.1160 -2.6345 -0.8798
H 3.2247 -3.1790 -1.4118
H 4.1523 -1.9264 -2.2415
H 2.4790 -1.1969 0.1829
H 4.1080 -1.8517 0.3775
H 3.8655 -0.3255 -0.5177
C -3.7873 1.0474 1.0044
C -4.1157 0.7866 2.2684
C -4.2535 -0.6105 2.7491
O -4.5194 -0.8468 3.9131
C -4.0391 -1.7037 1.7718
C -3.7208 -1.4421 0.5076
C -3.5574 -0.0462 0.0255
O -3.2227 0.1759 -1.1150
H -3.6639 2.0568 0.6316
H -4.2786 1.5674 3.0050
H -4.1387 -2.7162 2.1402
H -3.5501 -2.2273 -0.2184
C -2.8504 1.8609 5.8422
C -2.4185 1.6628 7.0845
C -2.6890 2.6476 8.1608
O -2.2957 2.4698 9.2935
C -3.4635 3.8626 7.8004
C -3.8963 4.0617 6.5589
C -3.6213 3.0772 5.4835
O -4.0191 3.2603 4.3519
H -2.6718 1.1516 5.0445
H -1.8578 0.7827 7.3716
H -3.6498 4.5653 8.6025
H -4.4616 4.9387 6.2709
C -1.4559 -4.8208 1.4967
C -0.5153 -5.4937 2.1555
C -0.7839 -6.8462 2.7051
O 0.0668 -7.4664 3.3067
C -2.1378 -7.4197 2.4921
C -3.0763 -6.7467 1.8331
C -2.8067 -5.3941 1.2843
O -3.6621 -4.7811 0.6795
H -1.2839 -3.8344 1.0831
H 0.4781 -5.0949 2.3194
H -2.3080 -8.4075 2.9014
H -4.0695 -7.1428 1.6638
C -3.1210 5.6162 -4.0882
C -3.1256 4.5034 -4.8172
C -2.1913 4.3262 -5.9604
O -2.1950 3.3184 -6.6221
C -1.2353 5.4300 -6.2362
C -1.2323 6.5409 -5.5039
C -2.1774 6.7231 -4.3775
O -2.1798 7.7402 -3.7109
H -3.7930 5.7690 -3.2530
H -3.7970 3.6770 -4.6209
H -0.5454 5.2649 -7.0535
H -0.5421 7.3552 -5.6838
C 4.5936 -5.1824 3.9111
C 5.9002 -5.0551 4.1242
C 6.5806 -3.7427 3.9786
O 7.7711 -3.6294 4.1761
C 5.7481 -2.5784 3.5848
C 4.4409 -2.7061 3.3731
C 3.7631 -4.0158 3.5208
O 2.5707 -4.1301 3.3318
H 4.0737 -6.1270 4.0107
H 6.5279 -5.8891 4.4110
H 6.2651 -1.6332 3.4799
H 3.8141 -1.8729 3.0813
C 4.7613 4.0754 -1.6137
C 4.1688 4.8899 -2.4802
C 3.2278 4.3702 -3.5117
O 2.7046 5.1334 -4.2946
C 2.9750 2.9070 -3.5366
C 3.5690 2.0968 -2.6605
C 4.5028 2.6131 -1.6366
O 5.0533 1.8801 -0.8356
H 5.4504 4.4293 -0.8565
H 4.3385 5.9598 -2.4831
H 2.2915 2.5260 -4.2936
H 3.3912 1.0270 -2.6650

***

2.
88
Properties=species:S:1:pos:R:3 method="wB97M-V/def2-TZVPD" e_above_lowest_kj_mol=11.58 homo_energy_ev="-5.8 / -7.0" homo_lumo_gap_ev="5.69 / 6.52" multiplicity=3 energy_ev=-104883.092 lumo_energy_ev="-0.150 / -0.513"
Ni 1.2142 -0.3593 2.3176
C -2.1047 0.0692 4.6927
C -2.1949 -0.2432 3.3947
C -2.6229 0.6701 2.2792
C -1.6734 1.6306 1.5543
C -0.6669 2.2675 2.4644
C -1.0009 2.8154 3.6356
C -2.2177 2.6125 4.4244
C -2.2004 1.3765 5.3495
C 2.2960 -0.7866 4.4279
H -1.8429 -0.7203 5.3455
H -1.7886 -1.2148 2.9902
H -3.5643 1.1721 2.5718
H -2.9705 -0.0857 1.5550
H -1.1762 1.1218 0.7067
H -2.3277 2.3886 1.1029
H 0.3263 2.4137 1.9646
H -0.3800 3.6514 3.9716
H -3.1164 2.4916 3.8076
H -2.4437 3.4743 5.0409
H -1.3145 1.4238 6.0095
H -3.0735 1.4497 6.0036
H 2.3064 -1.8693 4.3878
H 3.0044 -0.5977 5.2689
H 2.6355 -0.3964 3.4493
P -0.1933 -1.7986 -3.6406
P 1.5781 0.4976 -4.0633
C -0.9964 -0.3339 -4.2055
C -0.1524 0.7136 -4.4961
C -0.6927 -3.0494 -4.8803
C -1.7632 -2.7936 -5.7611
C -2.0890 -3.7621 -6.7417
C -1.3357 -4.9379 -6.8525
C -0.2596 -5.2006 -5.9625
C 0.0582 -4.2429 -4.9847
C -1.1450 -2.2264 -2.1277
C -0.8265 -1.5029 -0.9598
C -1.5034 -1.7851 0.2245
C -2.5217 -2.7244 0.2712
C -2.8511 -3.4262 -0.8773
C -2.1585 -3.1933 -2.0762
C 2.3881 0.9991 -5.6686
C 2.2127 0.1336 -6.7569
C 2.7769 0.4291 -7.9999
C 3.5290 1.6140 -8.1260
C 3.7079 2.4795 -7.0355
C 3.1360 2.1721 -5.7960
C 1.8736 1.9641 -3.0071
C 3.0954 2.0609 -2.3198
C 3.3848 3.1773 -1.5358
C 2.4415 4.1974 -1.3843
C 1.2134 4.0989 -2.0322
C 0.9136 2.9780 -2.8233
H -2.0805 -0.3027 -4.3178
H -0.4369 1.6359 -5.0374
H -2.3552 -1.8718 -5.7079
H -2.9231 -3.5817 -7.4311
H -1.5656 -5.6810 -7.6265
H 0.3285 -6.1168 -6.0381
H 0.8869 -4.4181 -4.2733
H -0.0591 -0.7228 -0.9856
H -1.2120 -1.2872 1.1392
H -3.0551 -2.9362 1.1886
H -3.6379 -4.1737 -0.8809
H -2.3831 -3.7724 -2.9741
H 1.6147 -0.7662 -6.6504
H 2.6368 -0.2321 -8.8606
H 3.9932 1.8576 -9.0806
H 4.2850 3.4012 -7.1387
H 3.2435 2.8427 -4.9512
H 3.8244 1.2540 -2.4576
H 4.3547 3.2284 -1.0484
H 2.6808 5.0512 -0.7597
H 0.4839 4.9035 -1.9203
H -0.0549 2.9376 -3.3233
C 0.9314 -0.2177 4.7683
C 0.4748 -0.1286 5.9949
C 0.3829 -0.1489 7.4619
C -0.7582 0.2658 8.2152
C -0.8346 0.2661 9.6174
C 0.2165 -0.2301 10.3986
C 1.3585 -0.6606 9.7130
C 1.4281 -0.6336 8.3097
H -1.6815 0.5808 7.7092
H -1.6902 0.6506 10.1689
H 0.1489 -0.2502 11.5015
H 2.1839 -1.0102 10.3252
H 2.3472 -1.0264 7.8550

***

3.
99
Properties=species:S:1:pos:R:3 method="wB97M-V/def2-TZVPD" e_above_lowest_kj_mol=0.00 homo_energy_ev="-13.7 / -13.7" charge=+2 homo_lumo_gap_ev="7.63 / 7.68" multiplicity=3 energy_ev=-352000.784 lumo_energy_ev="-6.049 / -5.992"
Cr -1.1252 -0.1739 -0.0192
F -4.2135 -6.2397 1.8275
C -3.6760 -5.2944 1.0870
C -3.4188 -5.5210 -0.2543
F -3.7171 -6.6867 -0.7910
C -2.8553 -4.5162 -1.0282
F -2.6603 -4.7734 -2.3165
C -2.5160 -3.2841 -0.4940
P -1.8158 -1.9213 -1.4752
C -0.4687 -2.5956 -2.4572
C -0.0238 -1.8359 -3.5418
C 1.0466 -2.2819 -4.3022
C 1.6763 -3.4773 -3.9792
C 1.2510 -4.2179 -2.8877
C 0.1831 -3.7771 -2.1213
C -3.1614 -1.4666 -2.5873
C -3.2984 -2.0270 -3.8546
C -4.4031 -1.7067 -4.6303
C -5.3710 -0.8399 -4.1415
C -5.2428 -0.2866 -2.8741
C -4.1378 -0.5980 -2.0990
C -2.8051 -3.0873 0.8505
Br -2.4965 -1.3990 1.6983
C -3.3731 -4.0589 1.6436
F -3.6464 -3.8409 2.9239
H -0.5170 -0.9063 -3.8051
H 1.3825 -1.7022 -5.1516
H 2.5066 -3.8284 -4.5769
H 1.7609 -5.1328 -2.6215
H -0.1299 -4.3599 -1.2634
H -2.5523 -2.7110 -4.2381
H -4.5098 -2.1400 -5.6154
H -6.2305 -0.5938 -4.7507
H -5.9984 0.3876 -2.4939
H -4.0432 -0.1582 -1.1116
C 6.9750 -2.9190 -0.9298
C 6.2536 -1.7616 -1.5972
N 5.2220 -1.1665 -0.7327
C 5.4887 0.1532 -0.1603
C 6.6351 0.1518 0.8353
C 4.0299 -1.7904 -0.6932
O 3.7372 -2.7632 -1.3695
C 2.9972 -1.3204 0.3057
C 3.2386 -1.2891 1.6693
C 2.1900 -1.0449 2.5432
C 0.9330 -0.8247 2.0260
N 0.6925 -0.8351 0.6997
C 1.7055 -1.0980 -0.1417
H 7.7279 -3.3305 -1.6019
H 6.2716 -3.7161 -0.6889
H 7.4752 -2.6038 -0.0137
H 5.7677 -2.1008 -2.5109
H 6.9434 -0.9607 -1.8642
H 4.5746 0.5226 0.3038
H 5.7134 0.8358 -0.9844
H 6.4349 -0.5075 1.6816
H 6.7985 1.1593 1.2189
H 7.5658 -0.1746 0.3718
H 4.2403 -1.4649 2.0429
H 2.3349 -1.0280 3.6141
H 0.0881 -0.6404 2.6762
H 1.4781 -1.1144 -1.2015
C 2.0868 2.7599 0.6204
Ge 0.7142 4.1365 0.6466
C 1.0628 5.5332 1.9398
C 0.4560 4.8358 -1.1396
Ge -1.3233 3.0535 1.3830
C -2.9767 3.9627 1.1880
C -2.9163 5.2533 0.6517
C -4.0592 6.0349 0.5604
C -5.2753 5.5264 0.9897
C -5.3527 4.2414 1.5138
C -4.2116 3.4645 1.6176
C -1.1821 1.9321 2.9266
C 0.0358 2.0375 3.6099
C 0.2162 1.4056 4.8347
C -0.8057 0.6370 5.3710
C -2.0200 0.5194 4.7017
C -2.2100 1.1681 3.4929
H 3.0226 3.2073 0.2803
H 1.8122 1.9758 -0.0884
H 2.2564 2.3154 1.5997
H 1.9070 6.1207 1.5752
H 1.3163 5.1341 2.9209
H 0.2049 6.1971 2.0409
H 1.1745 5.6442 -1.2842
H -0.5429 5.2375 -1.2959
H 0.6432 4.0651 -1.8845
H -1.9751 5.6644 0.3082
H -4.0006 7.0355 0.1539
H -6.1689 6.1318 0.9153
H -6.3039 3.8510 1.8504
H -4.2995 2.4682 2.0268
H 0.8469 2.6272 3.2051
H 1.1515 1.5141 5.3683
H -0.6656 0.1381 6.3211
H -2.8230 -0.0630 5.1348
H -3.1741 1.0926 3.0108
Br -1.5338 1.8246 -1.1137

***

4.
95
Properties=species:S:1:pos:R:3 method="wB97M-V/def2-TZVPD" e_above_lowest_kj_mol=107.98 homo_energy_ev=-13.7 charge=+2 homo_lumo_gap_ev=6.94 energy_ev=-122428.486 lumo_energy_ev=-6.745
Co -0.0071 -1.1225 1.0429
C -2.7787 4.8679 2.2327
C -1.2611 4.7077 2.4199
C -0.5160 5.6226 1.4348
C -0.8885 5.1054 3.8472
C -0.8864 3.2665 2.1136
C -0.2769 2.4252 3.0433
C 0.0405 1.1246 2.7027
N -0.2121 0.6566 1.4823
C -0.8144 1.4324 0.5602
C -1.1605 2.7297 0.8499
C -1.0498 0.7068 -0.6947
C -1.5455 1.2416 -1.8638
C -1.7334 0.4288 -2.9794
C -1.3976 -0.9204 -2.8384
C -0.9003 -1.3972 -1.6483
N -0.7236 -0.5924 -0.5971
C -2.2665 0.9545 -4.3014
C -1.1501 0.8229 -5.3497
C -2.6904 2.4194 -4.2044
C -3.4794 0.1109 -4.7236
H -3.0674 5.8863 2.4922
H -3.3329 4.1850 2.8782
H -3.0868 4.6922 1.2010
H -0.7910 6.6596 1.6271
H -0.7702 5.4025 0.3966
H 0.5655 5.5340 1.5535
H -1.1786 6.1418 4.0155
H 0.1864 5.0349 4.0242
H -1.4096 4.4986 4.5899
H -0.0497 2.7635 4.0426
H 0.5038 0.4417 3.4062
H -1.6523 3.3276 0.0958
H -1.7877 2.2930 -1.8992
H -1.5221 -1.6149 -3.6568
H -0.6423 -2.4397 -1.5214
H -0.2872 1.4352 -5.0816
H -1.5198 1.1612 -6.3179
H -0.8186 -0.2107 -5.4620
H -1.8494 3.0753 -3.9679
H -3.4767 2.5679 -3.4613
H -3.0870 2.7411 -5.1667
H -3.2134 -0.9287 -4.9156
H -3.8949 0.5160 -5.6461
H -4.2616 0.1317 -3.9631
C 5.2071 -0.5088 3.5160
C 5.1480 0.4568 2.5226
C 4.2104 0.3552 1.5047
C 3.3280 -0.7235 1.4860
C 3.3960 -1.7015 2.4833
C 4.3336 -1.5895 3.4947
P 2.0982 -0.9698 0.1918
C 2.5410 -2.5087 -0.6357
C 3.8111 -2.5707 -1.2186
C 4.2432 -3.7420 -1.8149
C 3.4208 -4.8623 -1.8218
C 2.1694 -4.8132 -1.2272
C 1.7299 -3.6403 -0.6300
C 2.1991 0.3905 -0.9906
C 2.1390 1.7043 -0.5121
C 2.1673 2.7701 -1.3950
C 2.2477 2.5370 -2.7629
C 2.3027 1.2376 -3.2437
C 2.2787 0.1647 -2.3625
H 5.9426 -0.4260 4.3048
H 5.8399 1.2881 2.5312
H 4.1923 1.1023 0.7236
H 2.7248 -2.5513 2.4664
H 4.3890 -2.3486 4.2631
H 4.4660 -1.7071 -1.1973
H 5.2253 -3.7852 -2.2657
H 3.7642 -5.7795 -2.2811
H 1.5381 -5.6914 -1.2162
H 0.7662 -3.6344 -0.1366
H 2.0957 1.8990 0.5530
H 2.1393 3.7839 -1.0168
H 2.2821 3.3706 -3.4522
H 2.3779 1.0535 -4.3072
H 2.3183 -0.8449 -2.7505
O 0.3475 -2.7297 2.1071
S -1.0103 -2.7104 2.8014
O -0.9133 -2.3347 4.1693
N -1.7361 -1.6685 1.8034
C -2.8908 -2.1874 1.2411
S -3.8478 -1.4233 0.1822
C -3.0836 -3.5946 1.7169
C -4.1532 -4.4308 1.4471
C -4.1437 -5.7109 1.9856
C -3.0969 -6.1573 2.7908
C -2.0257 -5.3266 3.0882
C -2.0483 -4.0658 2.5216
H -4.9709 -4.0789 0.8325
H -4.9728 -6.3758 1.7847
H -3.1257 -7.1574 3.2005
H -1.2202 -5.6490 3.7335

***

5.
101
Properties=species:S:1:pos:R:3 method="wB97M-V/def2-TZVPD" e_above_lowest_kj_mol=0.00 homo_energy_ev=-1.7 charge=-2 homo_lumo_gap_ev=5.37 energy_ev=-67815.734 lumo_energy_ev=3.701
Cs 0.7794 0.2329 -0.1331
O 3.8443 3.3935 2.3261
C 3.0337 2.5860 1.8007
N 2.7680 2.2754 0.5447
C 3.4570 2.9036 -0.5211
C 4.2616 4.0436 -0.3388
C 4.9042 4.6888 -1.3856
C 4.7703 4.1962 -2.6698
C 3.9832 3.0775 -2.8856
C 3.3140 2.3989 -1.8564
N 2.6120 1.2047 -2.1355
C 2.0538 1.0700 -3.3315
O 1.8488 1.9033 -4.2434
C 1.5788 -0.3495 -3.7006
C 1.5126 -0.6786 -5.0575
C 1.0930 -1.9430 -5.4219
C 0.7128 -2.8446 -4.4357
C 0.7745 -2.4269 -3.1172
N 1.2141 -1.2196 -2.7644
C 2.2281 1.8246 2.8656
C 2.8603 1.5786 4.0882
C 2.1526 0.9726 5.1093
C 0.8194 0.6392 4.8990
C 0.2756 0.9005 3.6531
N 0.9579 1.4650 2.6561
H 4.3823 4.4140 0.6649
H 5.5083 5.5675 -1.1825
H 5.2657 4.6749 -3.5088
H 3.8645 2.7000 -3.8889
H 1.7850 0.0819 -5.7748
H 1.0516 -2.2263 -6.4681
H 0.3686 -3.8433 -4.6727
H 0.4735 -3.0864 -2.3079
H 3.8858 1.9004 4.1968
H 2.6272 0.7658 6.0619
H 0.2151 0.1769 5.6691
H -0.7563 0.6355 3.4424
C 1.1882 -7.9883 -1.7419
C 0.3862 -6.8313 -1.2074
C -0.9850 -6.7293 -1.4097
C -1.7083 -5.6493 -0.9359
C -1.1102 -4.5781 -0.2306
N -1.7535 -3.4465 0.1374
C -3.0755 -3.4390 0.4333
C -3.7780 -4.4875 1.0725
C -5.0918 -4.3544 1.4869
C -5.8128 -3.1807 1.2888
C -7.2289 -3.0270 1.7764
C -5.1581 -2.1451 0.6306
C -3.8471 -2.2681 0.2091
N -3.2582 -1.1708 -0.4813
C -2.5223 -1.2343 -1.6112
C -2.2392 0.0586 -1.9831
C -2.8483 0.8487 -0.9886
N -3.4703 0.1017 -0.0861
C 0.2921 -4.7151 -0.0216
C 1.0007 -5.8037 -0.4991
N 1.0212 -3.7157 0.6957
C 0.5764 -2.8757 1.6633
C 1.6736 -2.1992 2.1458
C 2.7501 -2.6973 1.3900
N 2.3571 -3.6157 0.5249
H 0.5325 -8.7824 -2.1056
H 1.8363 -8.4213 -0.9754
H 1.8332 -7.6897 -2.5735
H -1.5030 -7.5095 -1.9611
H -2.7715 -5.5928 -1.1349
H -3.2478 -5.4101 1.2750
H -5.5673 -5.1911 1.9922
H -7.6671 -3.9988 2.0131
H -7.8660 -2.5519 1.0263
H -7.2880 -2.4137 2.6810
H -5.6589 -1.2050 0.4282
H -2.2425 -2.1830 -2.0335
H -1.6465 0.3782 -2.8245
H -2.8078 1.9194 -0.8602
H 2.0661 -5.8307 -0.3096
H -0.4745 -2.8182 1.8801
H 1.6881 -1.4321 2.9027
H 3.7888 -2.4081 1.4229
C -2.5848 2.4496 2.2014
N -1.6778 3.5134 2.5793
C -2.3375 4.5731 3.3097
C -0.7234 3.8637 1.6227
N -0.7886 3.3560 0.4484
N 0.2049 4.7936 2.0554
C 1.0792 5.3862 1.0592
C 0.7612 4.7485 3.3990
H -3.0830 2.0725 3.0979
H -2.0451 1.6406 1.7194
H -3.3525 2.7846 1.4920
H -3.1632 5.0108 2.7265
H -1.6445 5.3695 3.5656
H -2.7576 4.1674 4.2337
H 0.0678 3.5429 -0.0667
H 1.8599 4.7051 0.7116
H 1.5681 6.2551 1.5023
H 0.4911 5.7157 0.2016
H 0.2642 3.9760 3.9826
H 0.6294 5.7137 3.9049
H 1.8296 4.5203 3.3596